--- P ---
Density functional theory data (wB97M-V/def2-TZVPD) for an isolated molecule of C4H6N2O.

Calculated values
* SMILES: [H]/N=C\N(C=C)C=O
* molar mass: 98.105 g/mol
* HOMO-LUMO gap: 10.64 eV

```
! RIJCOSX wB97M-V def2-TZVPD def2/J DEFGRID3
* xyz 0 1
C -0.6578 2.0379 -0.3263
C -0.8913 0.9780 0.3597
C -0.4958 -1.3454 -0.0141
C 1.3632 0.1793 0.1297
H -1.2255 3.0739 -0.3440
H 0.2947 1.9551 -0.9215
H -1.4864 0.9291 1.2078
H 0.1059 -2.2633 -0.0539
H -2.3834 -0.6630 -0.3096
H 1.4991 1.2643 0.1667
N 0.0261 -0.0577 0.2792
N -1.7480 -1.5567 -0.2201
O 2.4174 -0.5118 -0.1317
*
```

=====

--- Q ---
Density functional theory data (wB97M-V/def2-TZVPD) for an isolated molecule of C4H6N2O.

Calculated values
* SMILES: Cc1ncc(O)[nH]1
* molar mass: 98.105 g/mol
* HOMO-LUMO gap: 8.71 eV

```
! RIJCOSX wB97M-V def2-TZVPD def2/J DEFGRID3
* xyz 0 1
C -1.6886 -0.6163 1.2453
C -0.5984 0.0216 0.4481
N -0.4233 1.2989 0.2458
C 0.6802 1.4126 -0.5802
C 1.1668 0.1698 -0.8637
O 2.2045 -0.3202 -1.5838
N 0.3543 -0.7176 -0.2130
H -2.5527 -0.8671 0.6194
H -2.0230 0.0777 2.0195
H -1.3434 -1.5384 1.7254
H 1.0549 2.3732 -0.9069
H 2.7055 0.4252 -1.9357
H 0.4631 -1.7195 -0.2202
*
```

=====

Which structure wins on stability? Q wins.

=====

--- P ---
Density functional theory data (wB97M-V/def2-TZVPD) for C4H6N2O as an isolated structure.

Calculated values
* molar mass: 98.105 g/mol
* HOMO-LUMO gap: 7.98 eV

```
! RIJCOSX wB97M-V def2-TZVPD def2/J DEFGRID3
* xyz 0 1
C 2.1238 -0.2284 0.1315
N -0.5351 -0.9647 -0.2212
C -1.4070 0.0198 -0.0302
C 0.8946 0.4181 -0.3109
C -0.8806 1.2979 0.0015
O -2.7532 -0.1481 0.1610
N 0.4265 1.4967 -0.6561
H -2.9133 -1.0642 0.4169
H -0.8977 -1.7757 -0.7191
H -1.3095 2.1670 0.4657
H 2.3531 -1.0608 -0.5336
H 2.9451 0.4890 0.1699
H 1.9533 -0.6466 1.1247
*
```

=====

--- Q ---
Density functional theory data (wB97M-V/def2-TZVPD) for an isolated molecule of C4H6N2O.

Calculated values
* SMILES: C/N=c1/[nH]cco1
* molar mass: 98.105 g/mol
* HOMO-LUMO gap: 8.98 eV

```
! RIJCOSX wB97M-V def2-TZVPD def2/J DEFGRID3
* xyz 0 1
C 2.1988 -0.3256 -0.0690
C 0.1954 0.4075 -0.1014
C -2.1962 0.3141 0.0752
C -1.6179 -0.9095 0.0999
H 3.2253 -0.0535 -0.6696
H 1.5151 -1.0742 -0.8494
H 2.5518 -0.6366 1.0476
H -0.5622 2.0643 -0.1321
H -3.0925 0.8211 0.2363
H -2.3361 -1.7530 0.1834
N 1.3005 0.8200 0.3802
N -0.9211 1.1635 -0.1901
O -0.2610 -0.8381 -0.0110
*
```

=====

--- R ---
Density functional theory data (wB97M-V/def2-TZVPD) for an isolated molecule of C4H6N2O.

Calculated values
* molar mass: 98.105 g/mol
* HOMO-LUMO gap (alpha / beta): 7.36 / 7.77 eV

```
! RIJCOSX wB97M-V def2-TZVPD def2/J DEFGRID3
* xyz 0 1
N -1.6517 0.5224 -0.0634
C -0.2669 0.3726 0.0233
C 0.1879 -1.0288 -0.1130
O -0.7374 -1.9611 0.2331
N 1.3546 -1.3308 -0.5160
C 1.9824 1.3686 0.0342
C 0.5947 1.4221 0.2481
H -2.0704 0.1240 -0.8978
H -1.9706 1.4742 0.0719
H -1.5009 -1.5039 0.6244
H 1.4909 -2.3413 -0.4425
H 2.4402 0.4392 0.4055
H 0.1255 2.4074 0.3365
*
```

=====

Which structure wins on stability? P wins.

=====

--- P ---
Density functional theory data (wB97M-V/def2-TZVPD) for a 9-piece molecular cluster, H18O9 overall.

Calculated values
* SMILES: O.O.O.O.O.O.O.O.O
* molar mass: 162.135 g/mol
* HOMO-LUMO gap: 9.61 eV

```
! RIJCOSX wB97M-V def2-TZVPD def2/J DEFGRID3
* xyz 0 1
O -2.4144 2.8461 -0.2555
H -2.8094 3.6551 -0.6515
H -1.5074 2.7461 -0.4785
O 0.4786 2.7041 -1.3925
H 0.7106 2.7591 -0.4205
H 0.3806 3.5911 -1.8035
O -0.0284 -0.5339 0.2115
H -0.3524 0.2631 0.6065
H 0.9016 -0.3829 -0.0075
O -0.3904 1.8571 1.4065
H 0.4366 1.5221 1.7475
H -1.0744 1.8971 2.0165
O 1.7896 -2.0259 1.6465
H 2.6216 -1.7179 1.2865
H 1.0586 -1.4789 1.3215
O 2.3516 -0.8169 -1.0875
H 2.5556 0.1071 -1.2415
H 3.1776 -1.1939 -1.3185
O -2.9164 0.1551 0.6895
H -2.8994 0.1441 1.6645
H -3.4744 0.9261 0.4605
O -1.3594 -2.3589 -1.3005
H -2.0784 -2.1189 -1.9185
H -1.1824 -1.6219 -0.7345
O 1.9306 -3.8649 -0.4405
H 2.3246 -4.1259 0.3505
H 1.7696 -2.9339 -0.3575
*
```

=====

--- Q ---
Density functional theory data (wB97M-V/def2-TZVPD) for a 9-piece molecular cluster, H18O9 overall.

Calculated values
* SMILES: O.O.O.O.O.O.O.O.O
* molar mass: 162.135 g/mol
* HOMO-LUMO gap: 9.57 eV

```
! RIJCOSX wB97M-V def2-TZVPD def2/J DEFGRID3
* xyz 0 1
O 3.2696 -1.7360 1.2879
H 3.4106 -0.8400 1.4099
H 2.3816 -1.8210 0.9459
O -0.8754 3.2690 -1.6731
H -1.4394 3.6440 -2.3101
H -0.8144 2.3650 -1.9411
O -1.3044 -1.9260 -2.2691
H -1.5714 -1.4190 -1.5311
H -0.9094 -1.3180 -2.9211
O 1.1026 0.1740 2.4009
H 1.3696 0.7190 1.6859
H 0.5736 0.7180 3.0019
O 0.0106 0.7140 -2.5421
H 0.9796 0.6130 -2.6751
H -0.2464 1.0820 -3.3621
O -0.8814 0.0270 -0.1941
H -0.5484 0.2270 -1.0611
H -0.1664 -0.5280 0.2179
O 0.8896 -1.9550 0.2939
H 0.4946 -2.7530 0.6889
H 1.1276 -2.1440 -0.5861
O -0.8274 -1.4420 3.5989
H -0.4294 -1.0540 2.8279
H -1.3294 -2.2320 3.3679
O -1.6204 2.6760 0.7569
H -1.4204 3.1020 -0.0531
H -1.2264 1.8380 0.6339
*
```

=====

Which structure wins on stability? Q wins.

=====

--- P ---
Density functional theory data (wB97M-V/def2-TZVPD) for a 9-piece molecular cluster, H18O9 overall.

Calculated values
* SMILES: O.O.O.O.O.O.O.O.O
* molar mass: 162.135 g/mol
* HOMO-LUMO gap: 10.42 eV

```
! RIJCOSX wB97M-V def2-TZVPD def2/J DEFGRID3
* xyz 0 1
O -1.2761 -2.9161 -0.3291
H -1.4061 -2.3071 0.4299
H -0.9311 -3.7281 0.1179
O 1.6939 -2.0631 0.9779
H 1.2499 -1.3071 0.5869
H 2.2889 -2.3241 0.2919
O 0.4129 0.7219 2.3039
H 0.9489 -0.0281 2.6009
H -0.3541 0.8369 2.8509
O 3.0439 1.5039 1.9409
H 3.1549 1.4479 2.8689
H 2.0829 1.1569 1.8639
O 1.0169 2.7679 0.2999
H 1.0019 3.4529 -0.4141
H 1.1429 3.3059 1.1139
O 1.1939 1.3369 -2.9611
H 0.9089 0.9459 -2.1671
H 0.3749 1.1929 -3.4951
O -3.7791 -1.8141 -0.8861
H -4.6021 -1.5011 -0.5521
H -3.2381 -1.0301 -1.0451
O -1.9311 -0.1591 -1.5891
H -1.5051 -0.5311 -2.3861
H -1.9401 0.7589 -1.7711
O 0.4859 0.0069 -0.3971
H -0.4031 -0.1821 -0.6921
H 0.3659 0.4559 0.4369
*
```

=====

--- Q ---
Density functional theory data (wB97M-V/def2-TZVPD) for a 9-piece molecular cluster, H18O9 overall.

Calculated values
* SMILES: O.O.O.O.O.O.O.O.O
* molar mass: 162.135 g/mol
* HOMO-LUMO gap: 9.91 eV

```
! RIJCOSX wB97M-V def2-TZVPD def2/J DEFGRID3
* xyz 0 1
O -2.6965 1.1916 1.9400
H -1.9393 1.0576 1.3699
H -3.3280 0.5291 1.6599
O -0.3750 0.4340 0.1044
H 0.0785 1.2316 0.3773
H 0.3244 -0.2054 -0.0306
O -1.2415 -0.0068 -2.8808
H -2.0444 0.2262 -3.3469
H -0.8958 0.8284 -2.5659
O 2.3946 -1.1606 1.1699
H 2.7687 -0.3282 1.4587
H 2.5765 -1.7673 1.8876
O -0.1649 3.1035 -2.8297
H 0.3971 3.6205 -3.4068
H 0.3509 2.9897 -2.0314
O -0.7718 -2.4041 2.7745
H -1.3012 -1.7551 3.2379
H -0.3815 -1.9200 2.0468
O -0.9168 -2.8800 -0.4005
H -1.3578 -2.1931 -0.9004
H 0.0125 -2.7607 -0.5968
O 0.6528 3.1502 0.9697
H 0.1751 3.9418 1.2174
H 1.5381 3.4560 0.7724
O 1.7632 -2.7017 -0.9162
H 1.9515 -2.2958 -0.0700
H 2.4307 -3.3812 -1.0103
*
```

=====

--- R ---
Density functional theory data (wB97M-V/def2-TZVPD) for H18O9 as an isolated structure.

Calculated values
* molar mass: 162.135 g/mol
* HOMO-LUMO gap: 9.48 eV

```
! RIJCOSX wB97M-V def2-TZVPD def2/J DEFGRID3
* xyz 0 1
O 1.6387 1.6852 0.2506
H 1.6838 2.1538 1.0840
H 2.0577 0.8426 0.4260
O 0.0185 -2.8332 1.8578
H 0.2451 -2.8299 0.9278
H -0.6659 -2.1691 1.9405
O -0.2794 -0.3203 0.0345
H 0.4610 -0.9206 -0.0534
H 0.1105 0.5519 -0.0248
O -1.1257 2.1292 1.4845
H -1.5092 1.6577 0.7450
H -1.7260 2.8580 1.6418
O 0.7047 2.4582 -1.8291
H 1.0848 1.8659 -1.1802
H 0.7064 3.3149 -1.4022
O 2.2645 -2.0970 0.7303
H 1.4793 -2.2530 0.2056
H 2.0415 -2.4284 1.6002
O 0.4562 -2.7130 -0.1339
H -0.1850 -2.7259 -0.8445
H 1.1567 -3.2931 -0.4321
O -1.4080 1.3237 -1.7706
H -1.0675 2.0458 -2.2986
H -0.6273 0.8819 -1.4364
O -2.7242 0.4391 -0.2310
H -1.9669 0.8105 -0.6834
H -2.8244 -0.4349 -0.6083
*
```

=====

Which structure wins on stability? Q wins.

=====

--- P ---
Density functional theory data (wB97M-V/def2-TZVPD) for a 2-piece molecular cluster, C4H11N3 overall.

Calculated values
* molar mass: 101.153 g/mol
* HOMO-LUMO gap (alpha / beta): 6.73 / 8.92 eV

```
! RIJCOSX wB97M-V def2-TZVPD def2/J DEFGRID3
* xyz 0 1
C 1.3213 -1.0704 -1.0397
C 0.6395 1.3456 -0.3906
C 1.2664 -0.4440 1.4505
C 1.0514 -0.0309 0.0312
N -1.3269 -0.8199 0.5135
N -1.9057 -0.0068 -0.1553
N -3.1814 0.3346 -0.1082
H 2.1920 -0.6559 -1.5512
H 1.6298 -2.0069 -0.8084
H 0.4357 -1.0325 -1.6331
H 0.6512 2.0997 0.3127
H -0.4503 1.1672 -0.6570
H 1.1278 1.5437 -1.4414
H 2.1809 -0.9278 1.6931
H 1.2327 0.4112 2.1200
H 0.3790 -1.1746 1.6317
H -3.8784 0.0863 0.6280
H -3.3649 1.1817 -0.5959
*
```

=====

--- Q ---
Density functional theory data (wB97M-V/def2-TZVPD) for an isolated molecule of C4H11N3.

Calculated values
* SMILES: CC(C)/N=C\NN
* molar mass: 101.153 g/mol
* HOMO-LUMO gap: 9.58 eV

```
! RIJCOSX wB97M-V def2-TZVPD def2/J DEFGRID3
* xyz 0 1
C 1.1203 1.1037 1.3062
C -0.3566 0.9002 1.0251
C -0.9517 1.5961 -0.2055
C -0.4470 -1.3373 0.1255
H 1.7148 0.6873 0.5242
H 1.3666 2.1511 1.5413
H 1.3724 0.3648 2.0862
H -0.8531 1.3247 1.9103
H -1.2945 2.6289 -0.0235
H -1.9074 1.0511 -0.3563
H -0.4352 1.5273 -1.1365
H -0.9569 -2.3324 -0.0190
H 1.3130 -0.8543 -0.6540
H 0.3529 -1.9543 -2.8200
H -0.2949 -2.8287 -1.5904
N -0.7781 -0.5461 0.9988
N 0.4489 -1.2254 -0.8997
N 0.5867 -2.2569 -1.8126
*
```

=====

Which structure wins on stability? Q wins.

=====

--- P ---
Density functional theory data (wB97M-V/def2-TZVPD) for an isolated molecule of C4H11N3.

Calculated values
* SMILES: [H]/N=C\NCCCN
* molar mass: 101.153 g/mol
* HOMO-LUMO gap: 9.44 eV

```
! RIJCOSX wB97M-V def2-TZVPD def2/J DEFGRID3
* xyz 0 1
C 1.4595 -0.3124 1.6018
C 0.5544 -1.3642 0.9360
C -0.4189 -0.8539 -0.1700
N -1.8594 0.5350 -2.3609
C -0.7417 0.8917 -1.8693
N -0.0383 0.3393 -0.8305
N 0.7465 0.8552 2.0321
H 2.2012 -0.0146 0.8415
H 2.0544 -0.8553 2.3573
H 1.1687 -2.1569 0.5149
H -0.0536 -1.8124 1.7264
H -1.4403 -0.8694 0.2321
H -0.4787 -1.7306 -0.8390
H -2.2020 -0.3093 -1.9043
H -0.2381 1.7763 -2.2534
H 0.8996 0.6869 -0.7343
H 1.3873 1.4761 2.5142
H -0.0590 0.6604 2.6107
*
```

=====

--- Q ---
Density functional theory data (wB97M-V/def2-TZVPD) for an isolated molecule of C4H11N3.

Calculated values
* SMILES: C=CNCNCN
* molar mass: 101.153 g/mol
* HOMO-LUMO gap: 8.98 eV

```
! RIJCOSX wB97M-V def2-TZVPD def2/J DEFGRID3
* xyz 0 1
C 1.8710 0.4482 0.1535
C 0.0433 -0.8236 1.2970
N 1.2351 -0.8639 0.4073
N 1.2394 1.2191 -0.8799
N -1.0177 -0.9560 0.3315
C -1.7693 0.1317 -0.0421
C -2.3898 0.2780 -1.2157
H 1.9247 -1.5216 0.7552
H 1.2221 0.7069 -1.7535
H -0.3115 -1.3849 -0.4526
H 0.2825 1.4468 -0.6455
H 1.8757 1.0639 1.0674
H 2.9138 0.2710 -0.1266
H -0.0510 0.1071 1.8789
H 0.0782 -1.7189 1.9296
H -1.8066 0.9326 0.6928
H -2.3446 -0.4812 -1.9811
H -2.9954 1.1448 -1.4162
*
```

=====

Which structure wins on stability? P wins.